A gas-phase ion, C12H21INS2 (charge +1), computed with ωB97M-V/def2-TZVPD.

Output
HOMO	-11.44	eV
net charge	+1
spin multiplicity	1
gap between HOMO and LUMO	6.7	eV

Cartesian coordinates (Å):
C 2.45914 -3.00047 -2.35586
C 1.16768 -3.62668 -1.96443
C 0.11740 -2.83465 -0.98707
N -0.31133 -1.46845 -1.47406
C -0.92945 -1.37239 -2.71947
S -1.40388 0.45556 -3.01157
C -1.58496 0.65200 -1.11869
C -1.79354 2.23706 -0.76124
C -3.03157 2.38161 0.30292
C -2.86927 1.51406 1.68434
I -4.90522 0.72137 2.13873
C -0.17277 -0.10323 -0.76714
C 0.38025 -0.15942 0.77385
S 0.83813 1.49664 1.51920
C 2.72008 1.62792 1.69509
C 3.20817 1.13795 3.20227
H 3.31708 -2.95267 -1.53496
H 2.54082 -2.53935 -3.43029
H 0.86525 -4.72971 -2.29722
H 0.56558 -2.85874 0.09548
H -0.87662 -3.49381 -0.93901
H -1.18712 -2.19589 -3.50938
H -2.43564 -0.12565 -0.86960
H -2.16152 2.75813 -1.77044
H -0.81083 2.81027 -0.45716
H -3.13948 3.52081 0.63659
H -4.06149 2.04998 -0.19428
H -2.17925 0.57227 1.60592
H -2.59036 2.17088 2.61585
H 0.76532 0.33812 -1.35896
H -0.33693 -0.74344 1.52625
H 1.38049 -0.80539 0.74894
H 3.13314 2.71319 1.43297
H 3.18692 0.85990 0.91836
H 2.42323 0.43967 3.74305
H 4.18083 0.49039 3.03283
H 3.53173 2.06217 3.84822